Entry a
CH6OS2 | wB97M-V/def2-TZVPD

The geometry in XYZ format:
```
10
Properties=species:S:1:pos:R:3:nbo_charge:R:1
H -1.03 -1.95 2.30 0.4700
H -0.65 1.48 0.18 0.2289
H -0.51 1.51 -1.60 0.2240
S 1.62 1.64 -0.34 0.0901
H -0.27 -0.02 -0.71 0.2186
H -2.48 -2.43 2.03 0.4703
O -1.96 -1.76 2.53 -0.9401
S 2.67 0.88 -2.01 -0.1476
H 2.71 -0.43 -1.71 0.1227
C -0.10 1.07 -0.68 -0.7371
```

Summary:
E_HOMO, eV: -9.08
LUMO energy, eV: 0.4532
SMILES: CSS.O

=====

Entry b
CH6OS2 | wB97M-V/def2-TZVPD

The geometry in XYZ format:
```
10
Properties=species:S:1:pos:R:3:nbo_charge:R:1
O -1.15 -0.59 -0.19 -0.7281
H 4.50 -0.12 -1.15 0.1356
H 1.13 0.65 -0.37 0.1566
S 2.30 0.23 0.12 -0.1530
H -1.66 0.20 1.68 0.1687
H -3.05 -0.36 0.65 0.1709
C -2.07 0.11 0.67 -0.2573
S 3.34 0.29 -1.71 -0.1406
H -1.21 -1.51 0.07 0.4641
H -2.15 1.10 0.24 0.1832
```

Summary:
E_HOMO, eV: -8.27
LUMO energy, eV: 0.4180
SMILES: CO.SS

=====

Unit: kJ/mol. Relative energies: entry a 0.0; entry b 64.8.

=====

Entry a
C6H8O2 | wB97M-V/def2-TZVPD

The geometry in XYZ format:
```
16
Properties=species:S:1:pos:R:3:nbo_charge:R:1
C -1.92 -0.16 -0.03 -0.5916
O 0.71 2.08 -1.15 -0.6870
H -2.63 0.32 -0.68 0.2123
C -0.69 0.73 0.18 -0.3430
H 1.23 2.16 -1.96 0.4960
C 1.10 -0.83 0.89 0.1019
C 0.07 0.90 -1.11 0.8042
C 1.93 -1.77 0.59 -0.4706
H 1.65 -2.81 0.65 0.2233
C 0.26 0.12 1.19 -0.2818
H 2.93 -1.57 0.26 0.2228
O 0.15 0.10 -2.00 -0.5919
H 0.19 0.49 2.20 0.2329
H -2.39 -0.38 0.93 0.2115
H -1.60 -1.10 -0.49 0.2291
H -0.99 1.72 0.54 0.2318
```

Summary:
E_HOMO, eV: -9.71
LUMO energy, eV: 0.8056
SMILES: C=C=C[C@H](C)C(=O)O

=====

Entry b
C6H8O2 | wB97M-V/def2-TZVPD

The geometry in XYZ format:
```
16
Properties=species:S:1:pos:R:3:nbo_charge:R:1
O -1.62 -0.18 -1.18 -0.5125
H -0.75 -1.92 -0.45 0.1923
H -2.63 -0.69 0.88 0.2181
C 1.87 -0.58 -0.15 -0.1146
O 2.85 0.34 -0.04 -0.6808
C -0.05 1.22 -0.11 -0.2643
H 0.41 2.17 -0.07 0.2196
H -1.10 -0.15 1.88 0.2099
H 2.76 0.95 -0.75 0.4642
C -0.82 -0.89 -0.24 0.0452
H 1.94 -1.39 -0.85 0.1741
C -1.52 0.90 -0.11 0.0421
H -2.28 1.66 -0.24 0.2100
C 0.54 -0.01 -0.22 0.0103
C -1.59 -0.26 0.89 -0.4080
H 1.98 -1.18 0.76 0.1945
```

Summary:
E_HOMO, eV: -8.97
LUMO energy, eV: 0.8374

=====

Entry c
C6H8O2 | wB97M-V/def2-TZVPD

The geometry in XYZ format:
```
16
Properties=species:S:1:pos:R:3:nbo_charge:R:1
H -1.83 1.82 -0.01 0.2354
H 1.03 1.50 -0.62 0.2357
O -2.98 -0.77 -0.05 -0.5370
C -1.76 -0.53 -0.21 0.7709
H 2.25 -0.41 0.40 0.2058
C 1.52 -1.19 0.00 -0.6206
H 1.09 -2.00 0.64 0.2534
C 0.20 0.76 -0.89 -0.4094
C 0.29 -0.36 0.00 0.1982
H 2.08 -1.30 -1.19 0.2264
H -0.32 0.31 2.03 0.2165
O -0.67 -1.35 0.00 -0.4844
H -0.24 0.74 -2.07 0.2245
H 0.62 1.31 0.90 0.1944
C -0.18 0.61 1.10 -0.3983
C -1.11 0.88 -0.04 -0.3116
```

Summary:
E_HOMO, eV: -10.33
LUMO energy, eV: 0.6913

=====

Unit: kJ/mol. Relative energies: entry a 0.0; entry b 220.3; entry c 388.0.

=====

Entry a
C6H8O2 | wB97M-V/def2-TZVPD

The geometry in XYZ format:
```
16
Properties=species:S:1:pos:R:3:nbo_charge:R:1
H 2.56 -0.67 -0.28 0.4575
H -1.40 1.26 1.55 0.2382
C -1.31 0.47 -0.63 0.0880
C 0.03 1.26 -0.32 -0.2856
O 2.19 0.17 -0.06 -0.7056
C -0.25 -0.60 1.21 -0.4343
H 0.40 -2.10 -0.50 0.2138
H 0.33 2.25 -0.65 0.2463
H -2.17 0.90 -1.10 0.2091
H -1.00 -1.24 1.72 0.2186
O -1.19 -0.83 -0.95 -0.4910
H 1.01 -0.04 -1.76 0.1740
H 0.65 -0.56 1.82 0.2349
C -0.81 0.74 0.82 -0.2678
C 0.06 -1.10 -0.20 0.0392
C 0.90 0.08 -0.68 0.0647
```

Summary:
E_HOMO, eV: -8.80
LUMO energy, eV: 0.8585
SMILES: O[C@@H]1[C@@H]2[C@@H]3C[C@H]1O[C@@H]32

=====

Entry b
C6H8O2 | wB97M-V/def2-TZVPD

The geometry in XYZ format:
```
16
Properties=species:S:1:pos:R:3:nbo_charge:R:1
H -0.81 2.97 -0.81 0.2160
C -0.56 2.03 -1.25 -0.3698
H -1.48 -0.90 0.51 0.4733
H -0.53 -0.56 -2.73 0.2493
C 0.80 -0.75 0.61 0.0153
C 0.85 0.01 1.99 -0.3077
H 1.90 0.44 2.13 0.2320
H -0.22 2.04 -2.39 0.1833
C -0.18 0.78 -0.67 -0.0269
H 1.17 0.09 -2.20 0.2038
H 0.19 -0.32 2.70 0.2267
O 0.37 -1.64 -0.55 -0.5447
C 0.16 -0.44 -1.69 -0.1546
C -0.11 0.25 0.65 0.1113
O -1.34 -0.20 1.12 -0.6827
H 1.81 -0.39 0.47 0.1754
```

Summary:
E_HOMO, eV: -9.26
LUMO energy, eV: 0.4961
SMILES: C=C1CO[C@@H]2C[C@@]12O

=====

Entry c
C6H8O2 | wB97M-V/def2-TZVPD

The geometry in XYZ format:
```
16
Properties=species:S:1:pos:R:3:nbo_charge:R:1
C 0.82 1.24 0.01 -0.4372
H 0.86 1.53 1.13 0.2154
C 0.69 -1.35 0.44 0.0304
C -0.71 1.17 -0.07 -0.4193
H -1.20 1.38 -1.19 0.2158
C 1.10 -0.20 -0.31 0.0355
C -0.65 -1.38 -0.39 0.0585
H -1.00 2.11 0.49 0.2190
C -1.17 -0.19 0.44 0.0309
O 2.05 -1.35 -0.02 -0.4902
H 0.35 -1.66 1.59 0.2201
H -0.93 -0.18 1.41 0.1731
H 1.03 -0.38 -1.39 0.1976
H -0.47 -1.42 -1.37 0.1696
H 1.33 1.96 -0.63 0.2407
O -2.11 -1.26 -0.13 -0.4598
```

Summary:
E_HOMO, eV: -8.84
LUMO energy, eV: 0.8557
SMILES: C1C[C@H]2O[C@@H]2[C@H]2O[C@H]12

=====

Entry d
C6H8O2 | wB97M-V/def2-TZVPD

The geometry in XYZ format:
```
16
Properties=species:S:1:pos:R:3:nbo_charge:R:1
H 0.90 -1.86 0.69 0.2186
H -0.67 1.67 -1.87 0.1928
C 1.43 -0.92 0.87 -0.6324
C -0.18 0.72 -2.10 -0.3677
H -0.97 1.34 2.53 0.4868
H 0.15 0.59 -3.12 0.2070
C 0.55 0.29 0.67 -0.1588
C -1.45 -0.35 -0.22 0.4567
O -1.49 1.19 1.73 -0.6401
C -0.84 0.32 0.90 0.1634
H 1.09 1.21 0.92 0.1997
O -2.56 -0.81 -0.42 -0.5155
C -0.25 -0.32 -1.22 -0.2771
H 0.19 -1.27 -1.51 0.2210
H 1.79 -0.94 1.91 0.2277
H 2.31 -0.87 0.22 0.2177
```

Summary:
E_HOMO (alpha / beta), eV: -7.83 / -7.79
LUMO energy (alpha / beta), eV: -0.5000 / -0.5364
SMILES: C=CC(=O)/C(O)=C\C

=====

Unit: kJ/mol. Relative energies: entry a 0.0; entry b 664.6; entry c 655.3; entry d 212.0.

=====

Entry a
C6H8O2 | wB97M-V/def2-TZVPD

The geometry in XYZ format:
```
16
Properties=species:S:1:pos:R:3:nbo_charge:R:1
C -1.02 -1.54 0.06 -0.6253
H 0.83 2.34 -0.34 0.5009
C -1.20 -0.07 0.22 -0.2680
H 2.84 1.59 -0.32 0.1808
C 1.72 -0.26 0.21 -0.1882
O 0.13 1.98 0.21 -0.7101
H -1.02 -1.85 -0.93 0.2164
C -0.04 0.62 0.26 0.4466
C -2.50 0.56 -0.04 0.4074
C 2.79 0.46 -0.10 -0.4192
O -3.50 -0.12 0.02 -0.5210
H -0.20 -2.04 0.61 0.2163
H 3.71 0.04 -0.24 0.2038
H -2.43 1.60 -0.27 0.1319
H 1.78 -1.29 0.33 0.1922
H -1.89 -2.02 0.33 0.2354
```

Summary:
E_HOMO, eV: -9.24
LUMO energy, eV: 0.3364

=====

Entry b
C6H8O2 | wB97M-V/def2-TZVPD

The geometry in XYZ format:
```
16
Properties=species:S:1:pos:R:3:nbo_charge:R:1
O -0.83 -1.77 -0.50 -0.4611
H 1.01 1.08 1.39 0.1921
C 1.41 -0.84 0.29 0.0391
H -2.73 -0.39 0.15 0.2411
H -1.86 1.46 0.71 0.2381
H -0.54 -1.16 1.75 0.1932
O 1.42 -0.64 -1.23 -0.5208
H 2.34 1.25 0.40 0.2233
C -0.18 -1.16 0.57 0.0380
H 2.28 -1.49 0.42 0.2162
C -0.74 -0.24 -0.39 0.1754
H -2.37 0.96 -1.19 0.2279
C -2.03 0.61 -0.21 -0.6476
C 1.48 0.66 0.48 -0.4366
H 0.77 1.21 -1.72 0.2119
C 0.58 0.46 -0.92 0.0697
```

Summary:
E_HOMO, eV: -9.60
LUMO energy, eV: 0.9202

=====

Entry c
C6H8O2 | wB97M-V/def2-TZVPD

The geometry in XYZ format:
```
16
Properties=species:S:1:pos:R:3:nbo_charge:R:1
C -1.72 0.52 -0.32 -0.4140
H 0.82 1.90 0.17 0.2325
H 1.35 -0.95 1.27 0.1954
C -0.99 -0.80 -0.48 0.0823
H -2.76 0.43 0.03 0.2170
C 1.51 -0.41 0.34 0.0874
C 0.56 0.78 0.25 -0.2847
O -0.93 -0.80 1.01 -0.5290
C 0.48 -0.34 -0.77 -0.3019
H 2.88 -1.12 -0.62 0.4710
H -1.58 1.31 -1.03 0.1985
H -1.07 1.16 1.89 0.2028
H -1.34 -1.74 -0.86 0.2077
C -0.80 0.58 0.95 0.0923
O 2.82 -0.32 -0.07 -0.6860
H 0.77 -0.19 -1.78 0.2286
```

Summary:
E_HOMO, eV: -9.36
LUMO energy, eV: 0.9493

=====

Unit: kJ/mol. Relative energies: entry a 50.8; entry b 199.5; entry c 0.0.